Computed, not measured: a molecular structure, C13H20AlGeN5SSe, with wB97M-V/def2-TZVPD.

Summary:
E_HOMO (eV): -6.296
HOMO-LUMO gap (eV): 6.27
Charge: 0
ΔE to the lowest compared entry with this formula, charge and spin (kcal/mol): 0.0

Structure (XYZ):
```
42
C13H20AlGeN5SSe, DFT wB97M-V/def2-TZVPD
Al 1.270 -1.167 -1.186
C -0.422 2.688 -1.734
C -0.383 1.166 -1.454
N 0.870 0.547 -1.819
N 2.007 1.366 -1.919
C 3.134 1.009 -1.401
N 4.183 1.822 -1.624
S 3.385 -0.508 -0.594
C -1.401 0.525 -0.848
C -2.739 1.137 -0.648
C -3.811 0.428 -0.303
C -3.695 -1.021 -0.214
C -2.462 -1.568 -0.329
N -1.340 -0.827 -0.494
H 0.023 2.938 -2.689
H 0.131 3.251 -0.908
H -1.464 3.012 -1.684
H 2.032 2.181 -2.531
H 4.066 2.774 -1.928
H 5.118 1.484 -1.433
H -2.886 2.205 -0.705
H -4.739 0.915 -0.100
H -4.557 -1.672 -0.112
H -2.267 -2.654 -0.267
Se 0.051 -5.013 -2.412
C 1.017 -3.568 -2.416
N 1.671 -2.608 -2.360
C 1.412 -1.955 2.897
Ge 0.143 -0.725 1.961
C -1.607 -0.327 2.738
C 0.997 1.071 2.007
C -0.137 -1.430 0.134
H 1.267 -1.931 3.994
H 2.403 -1.571 2.787
H 1.408 -2.958 2.548
H -1.433 0.456 3.502
H -2.100 -1.167 3.259
H -2.266 0.037 1.995
H 1.448 1.234 2.990
H 0.208 1.813 1.827
H 1.788 1.125 1.244
H -0.320 -2.513 0.229
```